No. 1
{"formula": "C63H84N4O2P3PtSb", "method": "ωB97M-V/def2-TZVPD", "symbols": ["Pt", "C", "P", "C", "N", "C", "C", "C", "C", "C", "C", "N", "C", "P", "C", "C", "C", "C", "C", "C", "C", "C", "C", "H", "H", "H", "H", "H", "H", "H", "H", "H", "H", "H", "H", "H", "H", "H", "H", "H", "H", "H", "H", "H", "H", "H", "H", "H", "H", "H", "H", "C", "C", "C", "C", "P", "N", "C", "C", "C", "C", "C", "C", "C", "C", "H", "H", "H", "H", "H", "H", "H", "H", "H", "H", "H", "H", "H", "H", "H", "H", "H", "H", "H", "H", "H", "H", "H", "H", "H", "H", "H", "C", "C", "C", "C", "C", "C", "Sb", "C", "C", "C", "C", "C", "C", "C", "C", "C", "C", "C", "C", "H", "H", "H", "H", "H", "H", "H", "H", "H", "H", "H", "H", "H", "H", "H", "C", "C", "C", "C", "C", "C", "N", "C", "C", "C", "C", "C", "C", "C", "O", "O", "C", "C", "H", "H", "H", "H", "H", "H", "H", "H", "H", "H", "H", "H", "H", "H"], "coordinates": [[0.449, 1.428, 1.172], [3.325, -0.605, 1.514], [2.212, 0.610, 2.254], [1.606, -0.306, 3.717], [2.408, -1.126, 4.346], [1.949, -1.671, 5.499], [2.760, -2.585, 6.212], [2.319, -3.100, 7.396], [1.057, -2.729, 7.920], [0.256, -1.851, 7.250], [0.686, -1.307, 6.017], [-0.136, -0.473, 5.331], [0.295, -0.019, 4.183], [-0.810, 0.897, 3.026], [-1.410, 2.292, 4.029], [-2.267, -0.267, 2.917], [-1.697, -1.666, 2.668], [-3.163, 0.135, 1.744], [-3.103, -0.266, 4.200], [3.289, 1.925, 3.013], [2.389, 3.084, 3.452], [4.098, 1.419, 4.207], [4.229, 2.379, 1.898], [3.992, -0.996, 2.283], [3.891, -0.159, 0.702], [2.723, -1.426, 1.124], [3.723, -2.848, 5.795], [2.940, -3.797, 7.943], [0.726, -3.147, 8.862], [-0.716, -1.561, 7.629], [-1.463, 1.987, 5.075], [-2.400, 2.585, 3.680], [-0.748, 3.142, 3.897], [-0.990, -1.649, 1.838], [-2.505, -2.358, 2.412], [-1.187, -2.054, 3.551], [-2.632, 0.075, 0.794], [-3.555, 1.150, 1.846], [-4.014, -0.552, 1.715], [-2.505, -0.457, 5.087], [-3.855, -1.055, 4.112], [-3.634, 0.678, 4.330], [1.737, 2.786, 4.279], [1.765, 3.448, 2.633], [3.015, 3.907, 3.805], [3.468, 1.210, 5.073], [4.811, 2.197, 4.493], [4.663, 0.515, 3.974], [3.675, 2.495, 0.968], [5.042, 1.666, 1.746], [4.669, 3.344, 2.161], [4.563, 1.564, -1.815], [3.624, 2.693, -2.260], [3.964, 3.009, -3.722], [3.934, 3.949, -1.414], [1.823, 2.156, -1.897], [1.558, 2.133, -0.376], [1.528, 0.455, -2.704], [0.011, 0.221, -2.762], [2.121, 0.233, -4.098], [2.074, -0.626, -1.766], [0.773, 3.426, -2.852], [0.695, 3.243, -4.372], [1.285, 4.840, -2.539], [-0.647, 3.389, -2.281], [5.583, 1.953, -1.747], [4.577, 0.738, -2.525], [4.280, 1.185, -0.836], [5.031, 3.251, -3.780], [3.421, 3.871, -4.104], [3.784, 2.168, -4.392], [4.948, 3.886, -1.012], [3.245, 4.056, -0.581], [3.881, 4.854, -2.016], [-0.480, 0.818, -3.531], [-0.458, 0.428, -1.796], [-0.167, -0.834, -3.000], [1.790, 0.968, -4.830], [1.801, -0.753, -4.454], [3.210, 0.226, -4.081], [1.706, -0.468, -0.751], [3.161, -0.666, -1.747], [1.719, -1.600, -2.119], [1.669, 3.176, -4.855], [0.178, 4.110, -4.794], [0.113, 2.363, -4.647], [2.210, 5.092, -3.054], [1.423, 4.980, -1.466], [0.525, 5.554, -2.869], [-1.147, 2.435, -2.427], [-1.246, 4.157, -2.781], [-0.616, 3.610, -1.217], [0.803, -6.332, -4.240], [-0.084, -5.276, -4.397], [-0.353, -4.435, -3.326], [0.248, -4.642, -2.086], [1.134, -5.704, -1.940], [1.411, -6.544, -3.011], [-0.300, -3.285, -0.513], [-2.023, -4.419, 0.081], [-1.972, -5.654, 0.721], [-3.141, -6.317, 1.069], [-4.376, -5.756, 0.773], [-4.440, -4.531, 0.126], [-3.268, -3.866, -0.210], [1.086, -3.964, 0.971], [2.448, -3.929, 0.673], [3.397, -4.213, 1.646], [2.995, -4.520, 2.938], [1.644, -4.545, 3.252], [0.696, -4.268, 2.275], [1.017, -6.989, -5.073], [-0.562, -5.104, -5.353], [-1.044, -3.609, -3.463], [1.609, -5.892, -0.984], [2.102, -7.369, -2.884], [-1.016, -6.116, 0.940], [-3.088, -7.277, 1.568], [-5.287, -6.275, 1.047], [-5.400, -4.088, -0.111], [-3.328, -2.900, -0.696], [2.778, -3.676, -0.330], [4.451, -4.185, 1.396], [3.734, -4.738, 3.700], [1.326, -4.779, 4.261], [-0.356, -4.287, 2.536], [-3.499, -0.671, -5.654], [-3.506, 0.683, -4.998], [-3.603, 1.828, -5.775], [-3.614, 3.082, -5.182], [-3.516, 3.196, -3.809], [-3.429, 2.055, -3.011], [-3.269, 2.171, -1.612], [-3.781, 3.226, -0.874], [-5.041, 3.753, -1.192], [-5.589, 4.783, -0.457], [-4.898, 5.327, 0.622], [-3.656, 4.817, 0.941], [-3.080, 3.770, 0.220], [-1.727, 3.299, 0.689], [-1.055, 4.015, 1.423], [-1.349, 2.128, 0.264], [-3.432, 0.787, -3.603], [-3.347, -0.452, -2.759], [-3.445, -0.575, -6.738], [-4.404, -1.234, -5.411], [-2.650, -1.272, -5.323], [-3.666, 1.737, -6.853], [-3.674, 3.974, -5.794], [-3.491, 4.171, -3.339], [-2.416, 1.791, -1.213], [-5.584, 3.330, -2.027], [-6.567, 5.163, -0.724], [-5.325, 6.136, 1.199], [-3.080, 5.226, 1.761], [-3.537, -0.219, -1.713], [-2.359, -0.918, -2.830], [-4.078, -1.193, -3.085]]}

---

No. 2
{"formula": "C63H92O51", "method": "ωB97M-V/def2-TZVPD", "symbols": ["C", "C", "C", "O", "C", "O", "O", "H", "H", "H", "H", "H", "H", "C", "C", "C", "O", "C", "O", "O", "H", "H", "H", "H", "H", "H", "C", "C", "C", "O", "C", "O", "O", "H", "H", "H", "H", "H", "H", "C", "C", "C", "O", "C", "O", "O", "H", "H", "H", "H", "H", "H", "C", "C", "C", "O", "C", "O", "O", "H", "H", "H", "H", "H", "H", "C", "C", "C", "O", "C", "O", "O", "H", "H", "H", "H", "H", "H", "C", "C", "C", "O", "C", "O", "O", "H", "H", "H", "H", "H", "H", "C", "C", "C", "O", "C", "O", "O", "H", "H", "H", "H", "H", "H", "C", "C", "C", "O", "C", "O", "O", "H", "H", "H", "H", "H", "H", "C", "C", "C", "O", "C", "O", "O", "H", "H", "H", "H", "H", "H", "C", "C", "C", "O", "C", "O", "O", "H", "H", "H", "H", "H", "H", "C", "C", "C", "O", "C", "O", "O", "H", "H", "H", "H", "H", "H", "C", "C", "O", "C", "O", "O", "H", "H", "H", "H", "C", "C", "O", "C", "O", "O", "H", "H", "H", "H", "C", "C", "O", "C", "O", "O", "H", "H", "H", "H", "C", "C", "O", "C", "O", "O", "H", "H", "H", "H", "C", "C", "O", "C", "O", "O", "H", "H", "H", "H"], "coordinates": [[-2.686, -1.093, -4.533], [-3.032, -1.069, -6.022], [-4.413, -0.564, -6.420], [-4.075, 0.470, -7.334], [-2.816, 0.745, -7.356], [-2.309, 1.612, -8.044], [-2.204, -0.069, -6.486], [-3.530, -1.580, -4.044], [-2.697, -0.077, -4.137], [-1.742, -1.581, -4.293], [-2.758, -2.002, -6.514], [-4.901, -0.164, -5.532], [-5.067, -1.285, -6.910], [-5.200, 4.373, 0.578], [-4.391, 5.579, 1.139], [-3.133, 5.925, 0.356], [-3.289, 7.341, 0.255], [-4.477, 7.784, 0.827], [-4.946, 8.869, 0.845], [-5.117, 6.775, 1.225], [-4.643, 3.515, 0.953], [-5.279, 4.451, -0.507], [-6.225, 4.332, 0.946], [-4.107, 5.395, 2.175], [-3.086, 5.467, -0.631], [-2.305, 5.528, 0.943], [4.780, -4.625, 0.148], [5.048, -3.206, 0.679], [4.000, -2.720, 1.623], [4.807, -2.319, 2.721], [6.138, -2.486, 2.428], [7.093, -2.086, 3.103], [6.280, -3.156, 1.325], [3.830, -4.574, -0.383], [4.683, -5.287, 1.009], [5.538, -4.971, -0.554], [5.130, -2.647, -0.253], [3.227, -3.424, 1.931], [3.603, -1.792, 1.212], [0.376, -1.872, 4.509], [0.216, -0.545, 5.268], [0.239, -0.818, 6.794], [1.085, 0.167, 7.256], [1.704, 0.767, 6.231], [2.627, 1.569, 6.424], [1.279, 0.292, 5.109], [-0.572, -2.392, 4.375], [0.997, -2.585, 5.051], [0.993, -1.753, 3.618], [-0.524, 0.093, 4.785], [0.613, -1.816, 7.023], [-0.732, -0.714, 7.278], [-1.426, 3.012, 6.182], [-2.182, 2.233, 5.110], [-3.496, 2.839, 4.668], [-3.279, 3.348, 3.397], [-2.131, 2.825, 2.945], [-1.740, 2.903, 1.780], [-1.470, 2.214, 3.917], [-1.513, 4.072, 5.941], [-0.391, 2.686, 6.277], [-1.887, 2.917, 7.165], [-2.369, 1.269, 5.584], [-3.772, 3.652, 5.340], [-4.299, 2.119, 4.508], [5.672, -5.243, -5.483], [5.162, -3.852, -5.083], [4.180, -3.785, -3.990], [4.728, -2.937, -3.039], [5.953, -2.638, -3.394], [6.741, -1.924, -2.732], [6.239, -3.067, -4.606], [6.510, -5.186, -6.177], [4.852, -5.709, -6.029], [6.122, -5.743, -4.625], [4.802, -3.251, -5.918], [4.021, -4.789, -3.596], [3.256, -3.381, -4.404], [0.824, 0.504, -4.080], [1.734, -0.570, -4.708], [1.275, -1.110, -6.053], [2.532, -1.452, -6.656], [3.489, -0.762, -6.085], [4.677, -0.834, -6.473], [2.977, -0.130, -5.064], [-0.004, -0.048, -3.636], [0.415, 1.255, -4.756], [1.310, 1.109, -3.314], [1.879, -1.410, -4.028], [0.647, -0.421, -6.618], [0.716, -2.022, -5.847], [-5.222, -2.874, 0.796], [-3.801, -2.358, 0.416], [-2.690, -2.972, 1.299], [-1.669, -3.265, 0.391], [-2.153, -3.225, -0.882], [-1.453, -3.388, -1.902], [-3.493, -2.882, -0.879], [-5.928, -2.652, -0.004], [-5.640, -2.395, 1.682], [-5.155, -3.942, 1.003], [-3.665, -1.278, 0.363], [-3.062, -3.801, 1.901], [-2.372, -2.224, 2.024], [4.125, 2.229, -3.337], [3.978, 1.283, -2.165], [5.211, 1.003, -1.278], [4.776, 1.316, 0.028], [3.598, 1.788, 0.076], [3.037, 2.199, 1.110], [3.086, 1.858, -1.195], [4.786, 3.048, -3.051], [3.170, 2.584, -3.722], [4.692, 1.762, -4.143], [3.537, 0.327, -2.447], [5.947, 1.743, -1.591], [5.698, 0.031, -1.361], [-1.138, 0.521, -0.989], [0.302, 0.249, -0.513], [0.460, -0.300, 0.871], [1.093, -1.540, 0.645], [1.262, -1.841, -0.597], [1.845, -2.802, -0.974], [0.719, -0.839, -1.335], [-1.568, 1.342, -0.415], [-1.783, -0.348, -0.856], [-1.269, 0.777, -2.040], [0.894, 1.152, -0.663], [-0.549, -0.385, 1.274], [1.102, 0.414, 1.388], [-1.783, 3.975, -2.645], [-0.356, 3.558, -2.573], [0.538, 4.189, -3.642], [1.597, 4.693, -2.928], [1.311, 4.699, -1.578], [2.059, 5.132, -0.724], [0.089, 4.116, -1.408], [-2.378, 3.680, -1.780], [-2.442, 3.530, -3.390], [-1.800, 5.065, -2.666], [-0.242, 2.474, -2.600], [-0.005, 4.923, -4.238], [0.793, 3.354, -4.295], [1.648, 4.337, 3.574], [1.036, 5.702, 3.591], [0.996, 6.534, 2.390], [-0.244, 7.219, 2.496], [-0.999, 6.616, 3.448], [-2.158, 6.925, 3.770], [-0.321, 5.586, 3.897], [1.775, 3.878, 4.555], [2.595, 4.339, 3.036], [1.029, 3.553, 3.138], [1.432, 6.205, 4.474], [0.918, 6.032, 1.426], [1.828, 7.237, 2.341], [-6.667, 0.162, -0.479], [-6.536, -0.383, -1.951], [-5.197, 0.000, -2.311], [-4.763, 0.893, -1.455], [-3.732, 1.562, -1.515], [-5.485, 0.950, -0.359], [-6.676, -0.469, 0.410], [-7.539, 0.811, -0.398], [-7.156, 0.228, -2.607], [-6.802, -1.433, -2.075], [0.392, -7.054, -2.225], [0.947, -5.679, -2.488], [1.881, -5.885, -3.498], [2.041, -7.191, -3.776], [2.813, -7.597, -4.591], [1.140, -7.934, -3.106], [-0.682, -7.207, -2.326], [0.512, -7.325, -1.176], [1.384, -5.282, -1.571], [0.177, -5.055, -2.940], [-7.288, 0.006, 3.417], [-7.026, 1.458, 2.974], [-5.660, 1.414, 2.770], [-5.097, 0.177, 2.990], [-3.911, -0.146, 2.814], [-6.057, -0.644, 3.438], [-8.016, -0.247, 2.646], [-7.844, 0.080, 4.351], [-7.283, 2.226, 3.704], [-7.594, 1.699, 2.076], [4.663, 1.096, 3.585], [5.845, 1.963, 3.741], [6.152, 1.767, 5.122], [5.700, 0.578, 5.554], [5.991, 0.066, 6.607], [4.958, 0.102, 4.577], [4.711, 0.601, 2.615], [3.675, 1.527, 3.748], [5.688, 3.026, 3.560], [6.652, 1.723, 3.048], [0.507, -4.868, 2.107], [0.961, -5.585, 3.343], [1.604, -6.709, 2.889], [1.397, -6.839, 1.607], [1.754, -7.799, 0.983], [0.877, -5.791, 1.118], [1.026, -3.920, 1.960], [-0.574, -4.796, 1.982], [0.128, -5.731, 4.031], [1.604, -4.885, 3.875]]}

---

Which HOMO belongs to each record? In order, -0.2569 -0.3659 hartree.
Which HOMO-LUMO gap belongs to each record? In order, 6.01 9.02 eV.